{"formula": "C41H69Cl35FN3O7", "method": "ωB97M-V/def2-TZVPD", "species": ["H", "H", "C", "C", "H", "H", "Cl", "H", "H", "H", "H", "Cl", "H", "H", "C", "C", "H", "C", "H", "H", "H", "H", "Cl", "Cl", "C", "C", "H", "H", "Cl", "C", "C", "O", "H", "Cl", "Cl", "C", "H", "H", "C", "H", "Cl", "C", "H", "C", "H", "H", "Cl", "Cl", "H", "Cl", "H", "C", "C", "O", "H", "H", "C", "Cl", "H", "H", "C", "Cl", "H", "Cl", "Cl", "C", "N", "H", "C", "Cl", "C", "O", "Cl", "O", "H", "H", "H", "H", "Cl", "H", "H", "H", "F", "H", "C", "H", "C", "C", "C", "Cl", "H", "C", "Cl", "C", "H", "H", "H", "Cl", "Cl", "C", "C", "C", "H", "H", "H", "O", "H", "C", "H", "Cl", "Cl", "C", "H", "Cl", "H", "H", "H", "H", "H", "H", "C", "H", "H", "H", "O", "Cl", "C", "O", "H", "C", "Cl", "H", "N", "H", "Cl", "Cl", "C", "C", "N", "C", "Cl", "Cl", "C", "H", "C", "Cl", "C", "H", "Cl", "Cl", "H", "H", "Cl", "H", "H", "C"], "xyz": [[1.1921, -1.4955, 1.8913], [-16.3510, -0.3475, -3.8045], [2.5070, -10.2154, 1.7950], [6.6015, 0.7787, -0.8017], [-8.3652, 3.2625, -6.1501], [4.2341, 4.1403, 6.8508], [-12.1110, 1.5697, -5.6762], [-3.9213, 1.5605, 5.1640], [-8.2473, 4.7979, -1.6626], [-1.5771, 0.3928, -1.3361], [-3.6688, 3.5654, 1.0418], [-5.5185, 2.5446, 3.7298], [9.0409, -3.6229, 1.9436], [1.4099, 4.4576, -1.6632], [0.8350, 7.0810, -3.2446], [0.7184, 10.6430, -0.4704], [6.9878, -3.3337, 3.1764], [-12.7154, 2.8285, -6.7602], [2.4769, 0.5008, 6.4760], [-5.4306, -4.2494, 1.1356], [3.8466, -4.8908, 0.8529], [-7.6652, 0.8296, -1.0244], [2.5664, -0.5117, 4.3445], [-12.9305, -2.7625, 0.9917], [2.7778, -3.0467, -0.0952], [3.2718, 0.0872, 5.8507], [-13.2854, 3.5562, -6.1776], [3.2305, -10.5027, 1.0281], [8.6647, -2.3473, -3.0396], [4.7353, -1.1452, -1.4974], [-4.2030, 3.1262, 0.0973], [-0.1873, -6.5345, -2.6140], [0.3315, -4.6533, -3.5166], [-11.3845, 3.6592, -7.5750], [-6.4202, 3.4761, -2.3635], [-7.2003, 4.7073, -1.3632], [-10.5867, -2.8250, 0.7099], [5.1981, 0.8464, -2.7312], [-0.0992, -4.3521, -1.0885], [6.1020, -1.7619, 1.0269], [4.0823, -1.2118, 6.7343], [1.0715, -4.8060, -0.0352], [1.8146, -0.1508, -2.9849], [1.8752, 3.3831, -1.4177], [-0.2081, 11.1906, -0.2821], [-6.3106, -0.3360, -1.0500], [-2.7403, 3.3291, 4.1372], [2.2813, -11.5693, 2.9092], [1.7931, -5.5270, -0.6054], [-9.3144, 2.1959, -4.2691], [-0.4958, 1.4773, -0.0887], [-1.3502, 0.6870, -0.2261], [4.0628, -4.0507, 0.0329], [0.5131, -1.0548, -0.0775], [-11.0571, -2.2740, 2.3438], [5.2876, -2.0946, 3.9340], [-11.2682, -2.9920, 1.5476], [8.9038, -4.6969, -4.7489], [2.3137, -2.9654, -1.1769], [2.1911, 14.5283, 1.4407], [-3.8956, 1.9912, 4.1601], [11.0264, -5.5848, 4.7219], [-15.3521, 0.2880, -2.4656], [10.3573, -5.3771, 1.0681], [2.3984, 7.2774, -4.0461], [5.4553, -1.1636, 1.7936], [3.7386, -0.6044, -0.5652], [5.7579, 4.5065, 5.9915], [9.8712, -6.9226, 4.7448], [-8.2825, -1.2771, -0.1541], [1.6714, 13.7372, 1.9867], [-2.5197, 1.1632, 0.5385], [4.3235, 3.1278, 4.7192], [7.3193, -2.3883, 3.1470], [-0.0115, -3.2149, -1.4385], [7.8637, -4.5318, -2.6352], [-6.6901, 5.6621, -1.5118], [1.5339, 11.0888, 0.1042], [-4.3905, -4.4145, -0.9780], [3.7151, -2.6349, 2.3972], [-4.1004, 0.9596, -0.8837], [4.0007, 0.8670, 5.6167], [3.4434, -5.0303, -2.5020], [5.5172, 0.0007, 1.7017], [7.9338, -3.8856, -3.5135], [9.8122, -3.1808, 0.3931], [4.3964, -4.8924, -1.3739], [-0.7895, -0.7050, 0.5119], [9.2925, -3.9719, 0.9391], [-15.0283, 1.4916, -4.4715], [-0.7238, -0.4368, 1.6651], [3.8778, -1.5727, 1.8764], [1.1062, 10.7429, -2.1923], [-9.0887, 3.5498, -5.3832], [-1.1566, -4.5271, -0.6121], [-5.3298, 2.8447, 0.2575], [-6.3597, -3.4141, -0.1424], [-8.4898, 4.9797, -4.5337], [-6.5369, 0.7250, 1.0476], [3.0626, 0.6733, -0.9543], [-7.1507, 0.0450, -0.4643], [1.5746, -0.8987, 0.9273], [0.7275, 2.4412, -3.3320], [5.0729, -3.5548, 0.3404], [6.3617, -0.5363, 3.8737], [1.7086, -3.7207, 0.7136], [1.4197, 14.0861, 2.9912], [0.0477, -5.2247, -2.5080], [-3.5762, 1.2328, 3.4413], [3.1059, -8.7855, 2.6445], [4.1033, -1.9092, -3.0809], [0.2810, -7.0516, 0.5283], [3.9768, 1.8631, 0.8822], [-7.1267, 4.2759, 0.3496], [0.0560, 7.5218, -3.8714], [9.8455, -7.3534, 5.7487], [10.1906, -7.6810, 4.0259], [7.3793, -0.0064, -0.3885], [0.8639, 7.5908, -2.2786], [1.5489, -9.9762, 1.3273], [6.1041, -1.5208, 3.2936], [-2.7034, 2.2586, -1.3844], [-10.0468, 3.7890, -5.8510], [6.5421, -0.4696, -2.7032], [0.3855, -5.6596, 0.9921], [5.8395, 2.4277, 7.1090], [-15.3653, 0.0349, -3.5285], [5.5880, -5.5286, -1.5126], [7.2618, 1.6347, -1.3084], [5.7417, 0.0908, -2.0159], [-4.6296, -2.0649, 0.7313], [-1.5681, -1.5945, 0.4347], [-0.1753, -8.1850, 0.0350], [-13.3621, 2.3700, -7.5123], [0.5076, 8.9629, 0.0377], [2.7362, 12.3319, 2.1157], [2.0713, 0.7240, -2.2490], [-3.3750, 1.8220, -0.5040], [2.7362, 3.3827, -0.2026], [1.4639, 2.2198, -2.4406], [8.2483, -6.3692, 4.3144], [7.8017, -4.3799, 0.0812], [3.2656, 1.9982, -0.0702], [1.6668, 0.2137, 1.3566], [5.0290, 3.7267, 6.2255], [0.4647, 5.3724, -2.9826], [3.0653, -1.4791, 0.4113], [3.3893, -0.8025, 2.6486], [0.1806, 13.3292, 1.1288], [-14.1555, -1.2167, -3.8370], [6.9346, -3.6965, -3.9133], [5.9668, 1.3134, 0.0223], [-11.0256, -4.6289, 2.1695], [5.5063, -1.9452, -1.0589], [-4.1746, 3.9620, -0.7527], [-5.3605, -3.6032, 0.2573]], "orbital_gap_ev": 8.667, "e_above_lowest_kj_mol": 1750.6, "e_homo_ev": -8.83, "e_lumo_ev": -0.2}